Molecular formula: C4H12NS
Method: DFT, ωB97M-V/def2-TZVPD

- frontier orbital gap (eV) = 9.19
- LUMO level (eV) = -3.47
- structure (SMILES) = CSCCC[NH3+]
- total charge = +1

Last column: Löwdin charge in e.
Cartesian coordinates (Å):
C  -0.3549  -0.9037  1.5469  -0.18
C  0.4439  -1.5398  0.4192  -0.21
C  0.4498  -0.7194  -0.9387  -0.43
S  -0.0903  1.0118  -0.8093  0.82
C  1.4741  1.9496  -0.8824  -0.35
N  -1.8166  -0.8114  1.0996  0.17
H  -0.0675  0.1273  1.7272  0.10
H  -0.3696  -1.4117  2.5039  0.13
H  1.4363  -1.7698  0.8040  0.12
H  0.0285  -2.5349  0.2406  0.11
H  1.4873  -0.5977  -1.2278  0.07
H  -0.2611  -1.2188  -1.5828  0.07
H  2.1056  1.7003  -0.0349  0.04
H  1.9552  1.7241  -1.8286  0.04
H  1.2217  3.0046  -0.8606  0.04
H  -2.2195  -1.7319  0.9386  0.17
H  -1.8410  -0.1142  0.3474  0.08
H  -2.4037  -0.3486  1.8002  0.17

---

Molecular formula: C4H12NS
Method: DFT, ωB97M-V/def2-TZVPD

- frontier orbital gap (eV) = 9.68
- LUMO level (eV) = -3.53
- structure (SMILES) = C[C@H]([NH3+])CCS
- total charge = +1

Last column: Löwdin charge in e.
Cartesian coordinates (Å):
C  -1.1636  1.5688  -0.8784  -0.05
C  -0.2844  0.6625  -0.0330  -0.37
C  -0.5970  -0.8591  -0.0874  -0.20
C  0.4820  -1.7556  0.5318  -0.57
S  1.1022  -1.2134  2.1353  0.76
N  1.1463  0.9175  -0.4757  0.23
H  -1.0032  1.5682  -1.9689  0.10
H  -0.9604  2.6219  -0.6625  0.09
H  -2.2135  1.3819  -0.6504  0.10
H  -0.4204  0.9551  1.0087  0.13
H  -1.4446  -0.9887  0.5921  0.13
H  -0.8591  -1.0530  -1.1407  0.13
H  1.3597  -1.8932  -0.0844  0.06
H  0.0857  -2.7715  0.5354  0.09
H  0.3003  -1.8903  2.9643  -0.11
H  1.2322  0.8221  -1.4899  0.18
H  1.6968  0.1253  -0.1294  0.12
H  1.5410  1.8014  -0.1669  0.18

---

Molecular formula: C4H12NS2
Method: DFT, ωB97M-V/def2-TZVPD

- frontier orbital gap (eV) = 9.62
- LUMO level (eV) = -3.33
- structure (SMILES) = CCSSCC[NH3+]
- total charge = +1

Last column: Löwdin charge in e.
Cartesian coordinates (Å):
N  1.7865  -1.3386  -1.0442  0.11
C  1.7194  -2.3413  0.0156  -0.19
C  0.5263  -1.8297  0.8307  -0.46
S  0.5370  0.0001  1.2227  0.55
S  -0.1701  1.0967  -0.4504  0.48
C  -2.0308  1.3725  0.1001  -0.47
C  -2.7233  2.1295  -1.1010  -0.14
H  1.6981  -0.4922  -0.5168  -0.02
H  1.0258  -1.3900  -1.7185  0.16
H  2.6710  -1.0777  -1.5269  0.20
H  1.6060  -3.3513  -0.3401  0.14
H  2.5770  -2.2381  0.6702  0.14
H  -0.4106  -1.9142  0.2403  0.09
H  0.5427  -2.3176  1.8033  0.09
H  -1.8845  1.8621  1.0484  0.04
H  -2.3332  0.3144  0.3526  0.07
H  -2.0461  1.8119  -1.9165  0.03
H  -3.7332  1.4814  -1.2814  0.13
H  -3.0386  3.1469  -0.9330  0.06

---

For each record above, in turn, the calculated DFT total energy values are -612.2860 -612.2906 -1010.4427 a.u..